{
  "formula": "C5H8O",
  "method": "ωB97M-V/def2-TZVPD",
  "species": ["C", "C", "C", "C", "C", "O", "H", "H", "H", "H", "H", "H", "H", "H"],
  "xyz": [[-1.9172, 0.5910, 0.2619], [-0.6147, -0.0475, -0.1205], [0.5958, -0.6969, 0.6909], [1.5038, -0.0124, -0.2038], [0.3921, 0.3517, -1.1758], [-0.5437, -0.7417, -1.3547], [-1.7979, 1.2344, 1.1414], [-2.6526, -0.1896, 0.5043], [-2.3150, 1.1819, -0.5732], [1.8926, -0.9249, 1.4378], [0.5135, -1.7835, 0.6044], [2.1121, 0.8249, 0.1353], [2.5095, -0.9412, 0.5652], [0.3216, 1.1539, -1.9133]],
  "atomic_forces_ev_per_a": [[0.04, -0.05, -0.01], [0.01, 0.08, -0.02], [-0.08, -0.16, -0.78], [-0.55, 0.00, 0.36], [-0.11, 0.14, -0.04], [0.32, 0.22, 0.38], [0.02, -0.14, -0.20], [0.21, 0.17, -0.02], [0.14, -0.16, 0.20], [-0.23, 0.15, -0.15], [0.21, 0.24, 0.18], [0.02, -0.36, -0.08], [-0.07, 0.14, -0.06], [0.09, -0.28, 0.26]],
  "lumo_ev": 0.22,
  "orbital_gap_ev": 9.484
}